Density functional theory data (ωB97M-V with the def2-TZVPD basis set) for C15H30N2O2Sb3Se4Ti as an isolated structure in a non-equilibrium geometry.

HOMO-LUMO gap: 5.456 eV
E: -327231.15593 eV
HOMO energy: -4.13 eV
LUMO: 1.32 eV
Net charge: -1
Energy relative to the best compared isomer or geometry (same formula, charge and spin): 316.1 kJ/mol
Maximum force: 2.68 eV Å⁻¹

Structure (XYZ):
```
57
Properties=species:S:1:pos:R:3:forces:R:3:lowdin_charge:R:1
H 1.410 2.746 2.036 0.0 0.0 -0.1 0.051
H -2.682 -0.766 -0.448 0.1 0.0 0.2 0.041
H -0.372 -3.887 2.633 0.0 0.0 0.0 -0.005
H -1.654 -0.808 -4.585 0.2 -0.1 0.1 -0.056
H -0.034 1.789 2.353 0.0 0.0 0.1 0.049
H -0.808 0.121 3.499 0.0 0.0 0.0 0.041
H 2.610 2.692 -1.794 -0.1 -0.1 -0.1 -0.076
C 1.834 0.813 2.767 0.3 -0.2 0.4 -0.296
N -2.564 0.142 -0.885 0.4 0.0 -0.1 -0.076
C -0.101 -0.700 3.372 -0.1 -0.1 -0.1 -0.326
H -4.227 -1.480 -2.117 -0.1 0.0 0.0 0.116
C -0.118 3.561 -0.222 -0.2 -0.4 0.3 -0.350
Se 2.241 -0.880 -2.075 -0.2 1.8 -0.5 0.211
H -2.336 0.806 -0.153 0.1 -0.1 0.1 0.053
Ti -0.495 -0.269 -2.070 -1.9 -0.3 1.3 -0.012
Sb -0.355 -1.480 1.325 -0.1 -0.6 0.5 1.375
H 5.121 0.487 3.614 0.0 0.0 0.0 0.096
Se -1.022 1.926 -2.999 1.1 0.0 -1.0 0.204
H 0.099 4.015 -1.184 0.0 -0.1 0.0 -0.019
C 2.626 2.368 -0.754 -0.2 -0.1 0.4 -0.331
C -3.832 0.544 -1.510 -0.1 0.0 -0.1 -0.270
Se 0.453 -0.766 -5.920 -0.1 0.3 0.4 -0.096
Sb 1.156 0.612 -4.025 2.0 0.7 -1.7 -0.053
H 0.355 4.130 0.579 0.0 0.0 0.0 -0.003
H -3.448 0.630 -4.178 0.0 0.0 0.0 0.088
C 1.686 -2.132 1.148 0.0 0.0 0.0 -0.309
H -4.053 -0.972 -4.617 0.0 0.1 0.0 0.114
C 4.060 0.272 3.592 0.1 -0.1 0.0 -0.097
C -3.512 -0.409 -3.848 -0.1 -0.1 0.1 -0.268
C 2.190 -1.055 4.260 0.0 0.1 0.0 -0.078
N -2.151 -0.922 -3.695 -0.1 0.1 0.2 -0.082
H 2.802 3.238 -0.113 -0.1 -0.1 0.0 0.006
H 4.197 -1.416 4.920 0.0 0.0 0.0 0.095
H 2.365 -1.286 1.062 0.0 0.0 -0.1 -0.006
H -0.357 -1.486 4.083 0.1 0.0 0.1 0.050
Sb 0.708 1.539 -0.208 0.9 1.7 0.1 1.172
H 1.786 -2.760 0.265 -0.1 0.0 -0.1 -0.005
H -2.041 -3.482 2.180 0.0 0.0 0.0 -0.013
C 3.208 1.055 2.834 -0.1 0.1 -0.1 -0.056
H -2.174 -1.921 -3.518 0.1 0.0 0.0 0.091
H -5.350 -0.274 -2.765 0.0 -0.1 0.0 0.109
C -1.005 -3.487 1.840 -0.1 0.2 0.1 -0.324
H 3.607 1.890 2.266 0.0 0.0 0.0 0.109
H -1.200 3.549 -0.075 0.0 0.1 0.0 -0.009
H 3.416 1.632 -0.625 -0.1 0.0 0.0 -0.014
O -0.052 -1.934 -2.565 -0.5 -1.9 -1.2 -0.567
H 1.949 -2.702 2.040 -0.1 0.0 0.0 0.011
H -0.924 -4.121 0.959 0.0 0.1 0.0 0.000
C 0.989 1.743 1.973 -0.3 -0.2 0.0 -0.316
H 1.773 -1.889 4.816 0.0 0.0 0.0 0.107
C 3.547 -0.791 4.320 0.0 0.0 0.0 -0.100
C 1.317 -0.277 3.499 0.2 0.1 0.0 -0.329
Se 2.823 2.281 -4.564 -0.3 -0.1 0.1 -0.169
H -3.684 1.511 -1.995 0.0 0.0 0.0 0.079
C -4.299 -0.472 -2.544 0.2 0.2 -0.1 -0.185
H -4.609 0.666 -0.747 0.0 0.0 0.0 0.111
O -0.866 -1.932 -1.435 -1.0 -1.0 0.8 -0.484
```
Positions in Å, forces in eV/Å.